Entry 1:
# C6H15ClI2N2O2PPd

A structure of composition C6H15ClI2N2O2PPd (ωB97M-V/def2-TZVPD, OMol25).

```
30
C6H15ClI2N2O2PPd | OMol25 | ωB97M-V/def2-TZVPD
I 1.379 2.727 -1.445
I 3.056 0.314 1.001
Pd 0.780 0.392 -0.268
P 0.987 -1.697 -1.346
C 1.862 -2.946 -0.345
C -0.254 -2.663 -2.244
H 1.698 -0.320 -3.144
H 2.504 -1.959 -3.205
H 3.039 -0.639 -2.046
C 2.201 -1.112 -2.568
H -0.911 -1.975 -2.805
H 0.275 -3.344 -2.934
H 2.337 -3.644 -1.043
H 1.123 -3.491 0.251
H -0.836 -3.259 -1.525
H 2.635 -2.487 0.285
C 0.552 -0.861 1.416
O 0.343 -1.523 2.351
Cl -0.921 0.365 -2.125
C -3.681 2.596 1.961
N -2.268 2.794 2.227
C -1.216 2.115 1.711
N -0.009 2.583 2.145
O -1.335 1.216 0.862
H -3.763 1.771 1.250
H -4.163 3.487 1.527
H -4.282 2.362 2.864
H -2.012 3.516 2.867
H 0.806 2.255 1.630
H 0.070 3.428 2.696
```

Values from the calculation:
- E_HOMO (spin up / spin down): -19.0 / -19.9 eV
- E: -55000.1198 eV
- <S²>: 6.027
- Multiplicity: 5
- LUMO level (spin up / spin down): -12.660 / -14.664 eV
- M: 573.85 u
- Orbital gap (spin up / spin down): 0.2331 / 0.1937 hartree
- F_max: 6.2 eV/Å
- Charge: +3

Entry 2:
# C6H15ClO2Si

The molecule C6H15ClO2Si (ωB97M-V/def2-TZVPD, OMol25).

```
25
C6H15ClO2Si | OMol25 | ωB97M-V/def2-TZVPD
C -1.884 -1.531 -1.608
C -1.101 -1.866 -0.359
O -0.842 -0.696 0.383
Si 0.691 -0.089 0.856
C 0.648 1.266 2.260
C 1.644 -1.622 1.470
Cl 0.764 -2.442 2.757
O 1.353 0.471 -0.628
C 0.937 1.792 -1.033
C -0.529 1.983 -1.322
H -2.011 -2.331 -2.302
H -2.879 -1.239 -1.441
H -1.355 -0.766 -2.187
H -0.090 -2.317 -0.616
H -1.658 -2.547 0.250
H -0.288 1.526 2.736
H 1.343 0.937 3.011
H 1.000 2.127 1.673
H 2.513 -1.147 1.950
H 1.870 -2.350 0.704
H 1.419 1.995 -2.013
H 1.257 2.601 -0.341
H -0.915 1.300 -2.093
H -0.751 2.986 -1.764
H -1.136 1.957 -0.343
```

Values from the calculation:
- E_HOMO: -9.9 eV
- Structure (SMILES): CCO[Si](C)(CCl)OCC
- E: -30962.1823 eV
- LUMO level: 0.836 eV
- M: 182.72 u
- Orbital gap: 0.3939 hartree
- F_max: 2.6 eV/Å
- Charge: 0
- Energy relative to the best compared isomer or geometry (same formula, charge and spin): 13.57 kcal per mole

Entry 3:
# C6H15F6MnN4OP

A structure of composition C6H15F6MnN4OP (ωB97M-V/def2-TZVPD, OMol25).

```
34
C6H15F6MnN4OP | OMol25 | ωB97M-V/def2-TZVPD
Mn 0.000 0.000 0.000
C -1.397 0.672 -2.402
N -2.370 0.377 -3.445
C -1.987 -0.856 -4.119
N -1.940 -1.957 -3.166
C -0.971 -1.646 -2.125
N -1.347 -0.418 -1.438
C -2.665 -0.590 -0.844
N -3.647 -0.894 -1.876
C -3.681 0.199 -2.837
C -3.255 -2.118 -2.560
H -1.645 1.617 -1.901
H -0.404 0.844 -2.840
H -1.014 -0.737 -4.616
H -2.687 -1.083 -4.935
H 0.037 -1.554 -2.553
H -0.892 -2.477 -1.412
H -2.958 0.312 -0.289
H -2.645 -1.385 -0.086
H -4.009 1.129 -2.351
H -4.440 0.010 -3.608
H -3.999 -2.388 -3.322
H -3.255 -2.966 -1.862
O 1.289 0.400 1.376
H 1.175 0.998 2.157
H 2.213 0.055 1.459
F -0.783 1.693 0.241
P -1.259 3.163 0.439
F -0.281 3.255 1.649
F -2.535 4.029 0.207
F -1.209 2.931 -1.101
F -2.335 2.619 1.427
F -0.415 4.454 0.213
H -1.065 -0.661 1.190
```

Values from the calculation:
- E_HOMO (spin up / spin down): -12.7 / -12.8 eV
- E: -71378.7746 eV
- <S²>: 6.347
- Multiplicity: 5
- LUMO level (spin up / spin down): -7.162 / -5.825 eV
- M: 359.11 u
- Orbital gap (spin up / spin down): 0.2049 / 0.2549 hartree
- F_max: 7.9 eV/Å
- Charge: +1
- Energy relative to the best compared isomer or geometry (same formula, charge and spin): 0.00 kcal per mole

Entry 4:
# C6H15HfNO14S3

A structure of composition C6H15HfNO14S3 (ωB97M-V/def2-TZVPD, OMol25).

```
40
C6H15HfNO14S3 | OMol25 | ωB97M-V/def2-TZVPD
Hf 0.769 0.104 -0.149
S 3.563 0.281 -0.959
O 2.634 1.325 -0.402
O 2.678 -0.887 -0.615
O 3.768 0.353 -2.394
O 4.805 0.256 -0.213
S 1.174 1.043 2.708
O 1.461 -0.256 2.023
O 0.448 1.571 1.504
O 0.319 0.817 3.870
O 2.412 1.739 2.953
S -0.014 -0.453 -3.027
O -1.254 0.012 -3.616
O -0.079 -1.256 -1.742
O 0.815 -1.081 -4.044
O 0.784 0.616 -2.397
C 1.186 -3.011 1.361
O 0.267 -2.153 0.755
C -1.049 -2.394 1.295
C -2.056 -1.612 0.494
N -1.591 -0.217 0.542
C -2.550 0.599 -0.235
C -2.033 2.030 -0.338
O -0.695 1.966 -0.768
C -0.176 3.219 -1.166
H 0.915 -4.070 1.215
H 1.346 -2.845 2.426
H 2.137 -2.959 0.829
H -1.140 -2.271 2.375
H -1.170 -3.454 1.041
H -3.044 -1.713 0.949
H -1.944 -1.928 -0.545
H -1.694 0.140 1.496
H -3.580 0.707 0.134
H -2.669 0.154 -1.226
H -2.016 2.449 0.675
H -2.744 2.558 -0.977
H 0.754 2.991 -1.690
H 0.034 3.819 -0.275
H -0.772 3.809 -1.868
```

Values from the calculation:
- E_HOMO: -2.6 eV
- E: -70440.3539 eV
- LUMO level: 4.451 eV
- M: 599.87 u
- Orbital gap: 0.2582 hartree
- F_max: 3.4 eV/Å
- Charge: -2
- Energy relative to the best compared isomer or geometry (same formula, charge and spin): 20.33 kcal per mole